1.
A structure of composition C35H37NO3P2Pt, computed with the ωB97M-V functional and the def2-TZVPD basis.

Element x y z (Å)
Pt1 0.11300 0.62208 1.18975
C1 -2.05506 0.96965 -2.38341
C2 -1.98261 -0.36964 -2.29299
C3 -1.35720 -1.18235 -3.39428
C4 0.03040 -0.67515 -3.83038
C5 0.90223 0.00145 -2.80436
C6 0.73830 1.27486 -2.36932
C7 -0.01729 2.26170 -3.20161
C8 -1.45712 1.80185 -3.47361
C9 1.25037 0.69653 2.99349
H1 -2.72130 1.54320 -1.73668
H2 -2.73826 -0.93063 -1.71697
H3 -2.03239 -1.12771 -4.27358
H4 -1.30961 -2.25319 -3.13705
H5 0.59074 -1.53946 -4.22236
H6 -0.10593 0.00496 -4.68397
H7 1.85532 -0.52400 -2.66128
H8 1.34262 1.71990 -1.58877
H9 0.50783 2.36305 -4.17474
H10 -0.01242 3.25422 -2.72328
H11 -2.09150 2.69359 -3.61898
H12 -1.48529 1.23914 -4.42040
H13 1.00885 1.64074 3.51513
H14 2.33375 0.61339 2.77245
H15 0.91203 -0.17243 3.57593
P1 -1.38785 -0.91225 0.31576
P2 2.10273 -0.11903 0.43252
C10 -0.07105 -1.68905 -0.63058
C11 1.27985 -1.36665 -0.58734
C12 -2.36327 -2.30368 0.96076
C13 -2.75707 -3.28947 0.04483
C14 -3.56283 -4.34404 0.45365
C15 -3.96476 -4.45055 1.78178
C16 -3.55454 -3.48940 2.70249
C17 -2.77167 -2.41658 2.29669
C18 -2.67611 0.49335 0.38468
C19 -2.26900 1.80953 0.59860
C20 -3.14648 2.87345 0.46895
C21 -4.48986 2.60669 0.18252
C22 -4.93840 1.28767 0.06530
C23 -4.04536 0.21350 0.17825
C24 3.51422 -1.02462 1.13148
C25 3.28284 -2.28948 1.71714
C26 4.36344 -3.08372 2.09679
C27 5.67351 -2.63519 1.92481
C28 5.90551 -1.36216 1.39650
C29 4.83801 -0.54823 1.01727
C30 2.77133 1.59557 0.11546
C31 2.29522 2.66256 0.89526
C32 2.65995 3.96726 0.60142
C33 3.52645 4.20486 -0.46644
C34 4.02544 3.14683 -1.23663
C35 3.66309 1.83294 -0.94620
H16 -0.38764 -2.58165 -1.19376
H17 2.01033 -1.98332 -1.13388
H18 -2.42041 -3.24277 -0.98733
H19 -3.88695 -5.08913 -0.27305
H20 -4.59056 -5.28693 2.10383
H21 -3.85723 -3.56888 3.74536
H22 -2.46242 -1.65654 3.00657
H23 -1.19238 2.04673 0.85039
H24 -2.75266 3.88447 0.59798
H25 -5.16808 3.44358 0.09136
H26 -5.99217 1.08802 -0.11595
H27 -4.38729 -0.82076 0.12077
H28 2.25039 -2.61934 1.85268
H29 4.17225 -4.06280 2.52333
H30 6.50517 -3.27579 2.19453
H31 6.92903 -1.01122 1.26625
H32 5.03294 0.45775 0.63358
H33 1.61333 2.46990 1.73005
H34 2.27023 4.77614 1.22804
H35 3.82496 5.23436 -0.68062
H36 4.71615 3.34569 -2.05807
H37 4.02518 0.99420 -1.54371
O1 -2.51119 0.04792 4.91435
N1 -1.59649 0.56007 4.23734
O2 -0.75346 1.34931 4.70029
O3 -1.51380 0.20512 2.95527

* Kohn-Sham gap (alpha / beta): 5.5 / 6.9 eV
* spin multiplicity: 3
* energy relative to the best compared isomer or geometry (same formula, charge and spin): 281.83 kJ/mol
* E: -66340.1483 eV
* ⟨S²⟩: 2.019
* HOMO level (alpha / beta): -5.805 / -8.024 eV

***

2.
A structure of composition C35H38AsN7PtS2, computed with the ωB97M-V functional and the def2-TZVPD basis.

Element x y z (Å)
Pt1 1.16591 0.64628 0.94964
N1 2.05555 -4.67480 2.05728
C1 1.90546 -3.59444 1.29810
N2 1.86075 -2.36239 1.73548
C2 2.01020 -2.17202 3.06328
N3 2.03049 -0.97146 3.62721
N4 1.80938 0.16976 2.98083
C3 1.98177 1.22669 3.72208
C4 1.91728 2.54506 3.13831
C5 2.15432 3.69342 3.88258
C6 2.14744 4.92169 3.23612
C7 1.92405 4.94774 1.86640
C8 1.68487 3.76476 1.19171
N5 1.65796 2.58228 1.81284
C9 2.22614 -3.27923 3.96778
C10 2.43504 -3.12887 5.34975
C11 2.60805 -4.24084 6.13998
C12 2.57415 -5.52917 5.58294
C13 2.38614 -5.71160 4.22911
C14 2.22000 -4.57710 3.43333
H1 2.07087 -5.59024 1.62096
H2 1.81968 -3.77936 0.23122
H3 2.21245 1.07776 4.77047
H4 2.35042 3.61768 4.94230
H5 2.32302 5.83420 3.78864
H6 1.92963 5.87479 1.31465
H7 1.49518 3.77501 0.12862
H8 2.45642 -2.14039 5.77962
H9 2.77382 -4.12881 7.20107
H10 2.70188 -6.39122 6.22194
H11 2.37555 -6.69972 3.79489
S1 -0.42565 1.99247 -0.11104
C15 -0.77712 1.27333 -1.63553
N6 -1.23292 1.91473 -2.66739
C16 -1.46464 1.16974 -3.92087
C17 -2.06170 -0.18333 -3.61067
N7 -1.23911 -0.89160 -2.60588
C18 -1.33277 -2.39099 -2.61437
C19 -2.58498 -2.83281 -1.90637
C20 -3.80146 -2.85750 -2.59189
C21 -4.95196 -3.29201 -1.95073
C22 -4.89051 -3.71394 -0.62596
C23 -3.68010 -3.70155 0.05837
C24 -2.52779 -3.26117 -0.57899
C25 -0.61166 -0.21065 -1.69259
S2 0.26955 -0.98388 -0.42142
C26 -1.53726 3.37833 -2.70752
C27 -3.02192 3.57094 -2.86945
C28 -3.88129 3.27405 -1.80648
C29 -5.24628 3.47127 -1.94785
C30 -5.75465 3.96648 -3.14606
C31 -4.89980 4.26913 -4.20383
C32 -3.53026 4.06913 -4.06749
H12 -0.50794 1.09677 -4.44576
H13 -2.15740 1.75299 -4.52500
H14 -2.08232 -0.79994 -4.51112
H15 -3.08009 -0.11388 -3.21531
H16 -0.42531 -2.77378 -2.15143
H17 -1.32927 -2.67639 -3.66750
H18 -3.85289 -2.57658 -3.63441
H19 -5.88807 -3.32409 -2.48662
H20 -5.78325 -4.07056 -0.13430
H21 -3.63471 -4.05355 1.07833
H22 -1.58387 -3.27256 -0.05129
H23 -0.98560 3.77108 -3.56330
H24 -1.14605 3.82086 -1.79036
H25 -3.48997 2.90967 -0.86558
H26 -5.91336 3.25851 -1.12466
H27 -6.81795 4.12557 -3.25178
H28 -5.29627 4.66848 -5.12681
H29 -2.86672 4.32408 -4.88252
C33 4.01301 -0.99704 -0.41350
As1 3.26999 0.75164 -0.15613
C34 4.56549 1.83799 0.76033
C35 3.00477 1.50995 -1.90242
H30 4.91054 -0.85150 -1.02517
H31 3.29810 -1.62804 -0.93859
H32 4.28317 -1.43229 0.54809
H33 5.53134 1.53293 0.34376
H34 4.55726 1.64951 1.83264
H35 4.38429 2.89203 0.55113
H36 4.00465 1.63805 -2.32998
H37 2.50941 2.47757 -1.84233
H38 2.42942 0.81689 -2.51351

* net charge: +4
* Kohn-Sham gap (alpha / beta): 4.4 / 3.7 eV
* energy relative to the best compared isomer or geometry (same formula, charge and spin): 55.96 kJ/mol
* E: -133060.2619 eV
* HOMO level (alpha / beta): -17.819 / -17.727 eV

***

3.
A structure of composition C35H38ClCsN5O6SSbTe, computed with the ωB97M-V functional and the def2-TZVPD basis.

Element x y z (Å)
Cs1 -0.04274 -0.42687 2.38779
C1 3.32813 3.87551 -2.35837
C2 3.00874 2.65285 -1.72715
N1 1.83796 2.08176 -1.80657
C3 0.86175 2.68505 -2.52972
C4 1.08980 3.89660 -3.23184
C5 2.37204 4.48295 -3.11445
C6 0.05786 4.49558 -3.99146
C7 -1.16971 3.88531 -4.03122
C8 -1.41629 2.69287 -3.33931
C9 -0.44257 2.05645 -2.56624
N2 -0.70199 0.95608 -1.81820
C10 -1.26017 -0.10948 -2.37835
C11 -1.20218 -0.40039 -3.76297
C12 -1.65111 -1.60392 -4.29869
C13 -2.21072 -2.58810 -3.52084
C14 -2.35150 -2.34663 -2.13467
C15 -2.92248 -3.31225 -1.27409
C16 -3.09491 -3.03605 0.04691
C17 -2.69906 -1.76965 0.51545
N3 -2.12727 -0.85685 -0.23178
C18 -1.92068 -1.12295 -1.55015
H1 4.31481 4.30272 -2.22822
H2 3.76549 2.14107 -1.14092
H3 2.56561 5.42125 -3.62468
H4 0.25241 5.42492 -4.51503
H5 -1.97870 4.33128 -4.60150
H6 -2.40127 2.24371 -3.38683
H7 -0.73819 0.32397 -4.42018
H8 -1.53396 -1.76535 -5.36658
H9 -2.54200 -3.53326 -3.93483
H10 -3.21391 -4.27094 -1.69119
H11 -3.50327 -3.75540 0.74424
H12 -2.85444 -1.53262 1.56380
C19 0.30081 7.19745 -0.98084
C20 0.70466 6.11407 -0.01606
C21 0.10373 4.85821 -0.06720
C22 0.50189 3.84234 0.78512
C23 1.49267 4.08812 1.72687
C24 2.10156 5.33061 1.79420
C25 1.70897 6.33507 0.91947
S1 1.92845 2.80083 2.87969
O1 0.67390 2.45886 3.53474
O2 2.95937 3.36101 3.73613
N4 2.34190 1.56773 2.00914
C26 3.57103 1.33273 1.48146
C27 4.68178 2.20851 1.54575
C28 5.84380 1.87816 0.88618
C29 5.92615 0.68498 0.17478
C30 4.80453 -0.13039 0.19396
N5 3.67048 0.15856 0.81665
H13 -0.57642 6.90017 -1.55449
H14 1.10523 7.39791 -1.69313
H15 0.07909 8.13201 -0.46039
H16 -0.66891 4.66410 -0.80347
H17 0.05173 2.86000 0.70899
H18 2.86758 5.50144 2.53913
H19 2.19092 7.30666 0.96981
H20 4.60150 3.12449 2.11160
H21 6.68898 2.55760 0.92547
H22 6.81695 0.39067 -0.36373
H23 4.81843 -1.08059 -0.33489
O3 0.41748 -2.94787 4.13035
Cl1 -0.89779 -3.55715 4.20412
O4 -1.42181 -3.42071 5.53978
O5 -0.81592 -4.94682 3.84407
O6 -1.77055 -2.86036 3.27031
C31 -4.43268 1.73059 1.32887
Te1 -2.83726 2.68238 2.37725
C32 -2.82465 1.30598 4.00933
H24 -4.09742 0.76085 0.96818
H25 -4.66585 2.36078 0.47214
H26 -5.31394 1.63332 1.95898
H27 -3.62980 1.51358 4.70859
H28 -1.86222 1.43156 4.50318
H29 -2.92395 0.29098 3.62843
C33 0.94949 -4.28209 -2.11286
Sb1 1.27142 -2.62956 -0.76274
C34 3.09760 -3.46235 0.02910
C35 2.17710 -1.38556 -2.24807
H30 1.87032 -4.49602 -2.65919
H31 0.16239 -4.01444 -2.81883
H32 0.64345 -5.16963 -1.55786
H33 3.80363 -3.66625 -0.77894
H34 2.86804 -4.39291 0.54969
H35 3.54183 -2.76464 0.73822
H36 3.09223 -1.85119 -2.62049
H37 2.37745 -0.40604 -1.81834
H38 1.46337 -1.26424 -3.06422

* net charge: -2
* Kohn-Sham gap: 5.2 eV
* energy relative to the best compared isomer or geometry (same formula, charge and spin): 4.12 kJ/mol
* E: -94379.4822 eV
* HOMO level: -1.542 eV